Record 1
18
Properties=species:S:1:pos:R:3:forces:R:3 method="wB97M-V/def2-TZVPD" e_tot_ev=-19149.784 multiplicity=1 homo_lumo_gap_ev=6.11 mol_weight_g_mol=123.2 homo_energy_ev=-2.87 charge=-1 de_lowest_kj_mol=374.1
C 0.553355 0.741069 -0.151604 -0.502 0.057 0.871
C -0.593285 1.225149 0.768899 0.107 0.313 -0.217
S -0.817015 3.042649 0.901920 -0.252 -0.412 -0.069
N 0.618929 -2.329105 -1.139504 -1.186 0.953 0.899
C -0.655891 -2.436603 -1.232409 0.499 -1.550 -0.405
N -1.469136 -3.354781 -0.439581 -0.611 1.042 -0.019
H 1.363205 1.462603 -0.217236 -0.052 0.119 -0.167
H 0.980669 -0.135792 0.343936 0.252 -0.225 -0.246
H -0.408259 0.806984 1.760557 -0.107 0.069 0.116
H -1.529075 0.794006 0.405485 -0.088 -0.122 0.074
H 0.173375 0.464515 -1.130492 0.203 0.165 -0.264
H -1.256418 -1.941970 -2.012572 -0.205 0.121 0.020
H 0.136796 -1.521053 -0.442898 1.172 -0.174 -0.563
H -1.142322 -3.293420 0.518332 0.269 -0.388 -0.025
H -1.334188 -4.293671 -0.781737 0.089 -0.234 -0.046
H 1.985634 4.178811 0.476384 -0.102 -0.155 0.077
H 1.228558 3.125782 1.274013 0.518 0.659 -0.266
O 2.165068 3.464827 1.098507 -0.001 -0.239 0.229

Record 2
18
Properties=species:S:1:pos:R:3:forces:R:3 method="wB97M-V/def2-TZVPD" e_tot_ev=-19148.908 multiplicity=1 homo_lumo_gap_ev=5.93 mol_weight_g_mol=123.2 homo_energy_ev=-2.86 charge=-1 de_lowest_kj_mol=458.7
C 0.328128 -1.034666 0.358401 0.925 0.748 0.522
C -0.602870 -0.836883 -0.795341 -0.614 -0.638 -0.564
S -0.923471 -2.406469 -1.671144 -0.041 0.618 -0.915
N 1.268967 2.357329 1.203144 -2.588 -0.984 -2.607
C 0.796866 2.611779 0.003520 0.625 3.079 2.095
N -0.524285 3.578976 -0.128756 1.102 -5.077 1.336
H 1.262000 -1.547431 0.075935 -0.447 -0.048 0.010
H -0.141191 -1.563127 1.193008 0.125 -0.052 -0.208
H -1.569059 -0.497307 -0.416223 0.010 0.328 -0.006
H -0.225084 -0.087526 -1.501784 0.022 -0.002 0.093
H 0.650218 -0.036873 0.699334 0.030 -0.375 0.378
H 1.462604 2.397898 -0.837135 -0.861 0.275 -0.852
H 0.240051 1.777519 0.910176 0.670 0.147 1.567
H -0.188855 4.459481 -0.298558 1.379 2.758 -1.078
H -0.693416 3.613329 0.888779 -0.336 0.004 -0.485
H -0.493418 -3.484772 -0.301517 -0.231 -1.517 0.939
H -0.157382 -5.085451 0.121134 -0.600 1.861 0.472
O -0.489804 -4.215806 0.497026 0.831 -1.124 -0.696

Record 3
17
Properties=species:S:1:pos:R:3:forces:R:3 method="wB97M-V/def2-TZVPD" e_tot_ev=-17096.254 multiplicity=1 homo_lumo_gap_ev=9.71 mol_weight_g_mol=107.2 homo_energy_ev=-13.73 charge=+1 de_lowest_kj_mol=266.2
C 2.734516 -0.103107 -0.435471 -1.038 -1.374 -0.775
C -0.846053 -0.695969 -0.130983 -0.983 4.024 -1.075
C -1.159381 0.567212 0.603103 -2.669 -2.823 3.100
N -0.620490 -1.784845 0.468507 0.690 -2.443 -0.395
N -0.778185 1.801325 0.404021 2.776 1.496 -3.725
S -3.026498 0.053740 -0.197263 -0.099 -0.800 1.668
H 3.454115 0.572612 -0.855866 -0.010 0.992 0.181
H 2.394254 -0.672886 -1.403149 0.817 0.178 2.193
H 1.789710 0.334049 -0.027297 1.058 0.245 -0.256
H -0.774845 -0.556810 -1.163100 0.587 -0.321 -1.584
H -1.426421 0.365851 1.705244 0.487 0.151 -1.611
H -0.627566 -1.604079 1.422920 0.256 -1.158 2.313
H -0.466245 -2.719358 0.040019 -0.287 1.203 0.579
H -0.729768 2.563372 1.069457 -0.225 -0.540 -0.039
H -0.292964 1.927878 -0.536958 -0.887 0.524 2.000
H 3.269197 -0.637282 0.406088 -0.850 -0.035 -1.341
H -2.893372 0.588295 -1.369278 0.377 0.681 -1.233

Record 4
17
Properties=species:S:1:pos:R:3:forces:R:3 method="wB97M-V/def2-TZVPD" e_tot_ev=-17098.752 multiplicity=1 homo_lumo_gap_ev=8.71 mol_weight_g_mol=107.2 homo_energy_ev=-12.19 charge=+1 de_lowest_kj_mol=25.2
C -0.359299 -0.814846 -2.156281 0.041 0.138 0.259
S 0.165055 0.700564 -1.286730 -0.491 -0.127 -0.288
C 1.673121 1.157737 -2.145953 0.485 0.290 0.534
H 0.223684 -0.919997 -3.061227 0.122 -0.084 -0.121
H -0.224910 -1.692139 -1.524264 0.094 -0.070 -0.157
H -1.404312 -0.734756 -2.427406 -0.158 0.077 -0.026
H 1.568274 1.226020 -3.220249 -0.333 -0.056 -0.159
H 2.491510 0.494860 -1.894769 0.104 -0.184 -0.027
H 1.927024 2.149434 -1.763229 -0.022 -0.079 -0.099
N -1.002280 0.167281 3.524599 -0.007 -0.144 -0.375
C -0.885048 0.154051 2.222711 -0.116 0.087 -0.331
N -0.521013 -0.881931 1.515312 0.497 0.152 0.166
H -0.822086 -0.681641 4.039975 -0.076 0.212 0.386
H -1.344041 0.999011 3.980105 0.042 -0.155 0.211
H -1.122027 1.054105 1.672070 -0.032 0.127 -0.001
H -0.263357 -0.707219 0.535780 0.021 0.015 0.257
H -0.100292 -1.670531 1.989560 -0.171 -0.200 -0.228